# 1
Entry from OMol25: 10 unconnected molecules or ions with the total composition C34H68F5N4O23P at a distorted geometry (wB97M-V/def2-TZVPD).

Geometry (Å):
C -2.19692 3.59885 1.48035
C -2.86560 4.65496 0.60709
C -1.88992 5.69715 0.10529
O -0.92423 5.11399 -0.73760
C -0.15383 6.08777 -1.38714
N -3.56370 4.02379 -0.53481
H -1.64931 4.20031 2.21030
H -1.55817 2.98356 0.84409
H -2.89754 2.92260 1.96791
H -3.67474 5.09091 1.19792
H -1.44409 6.08313 1.03401
H -2.40007 6.55620 -0.34030
H -0.69581 6.75083 -2.06905
H 0.66607 5.59912 -1.91397
H 0.31518 6.74443 -0.63914
H -2.91188 3.72567 -1.24909
H -4.21092 3.26771 -0.38066
C 3.95246 -2.52210 2.15699
C 3.50801 -1.31330 3.00997
C 4.35590 -0.08985 2.65901
O 5.67159 -0.32514 3.09665
C 6.46117 0.83853 3.11379
N 2.06193 -1.17761 2.83931
H 3.45065 -3.42515 2.52110
H 4.98147 -2.79268 2.41083
H 3.73367 -2.45236 1.09061
H 3.76726 -1.68959 4.00211
H 3.92121 0.79050 3.15963
H 4.31654 0.14523 1.58667
H 6.45389 1.34557 2.14252
H 7.49127 0.52364 3.28856
H 6.17370 1.51083 3.92868
H 1.81936 -0.47752 3.54803
H 1.88015 -0.69453 1.95879
C -5.61986 0.32077 -0.17827
C -6.02296 -0.94700 -0.85721
C -6.79197 -1.85486 0.10586
O -6.03965 -2.11443 1.26996
C -6.84064 -2.52177 2.34870
N -6.87037 -0.60885 -2.00618
H -5.15817 1.11821 -0.75667
H -4.95519 0.08883 0.66170
H -6.47038 0.77690 0.34658
H -5.10535 -1.43073 -1.21207
H -7.12557 -2.80052 -0.34600
H -7.75388 -1.35871 0.30375
H -7.61071 -1.79528 2.61865
H -6.26736 -2.78286 3.23915
H -7.32533 -3.48296 2.12076
H -7.21352 -1.49097 -2.39116
H -7.72635 -0.17340 -1.66627
C -1.70313 -1.95566 -0.68304
C -0.57856 -1.07128 -0.16883
C -0.05183 -0.12476 -1.31406
O 0.50547 1.04226 -0.69642
C 1.51937 1.64385 -1.47974
N -1.10473 -0.25801 0.94182
H -2.11950 -2.69893 -0.00683
H -1.35423 -2.43864 -1.60467
H -2.50528 -1.29446 -1.02631
H 0.25910 -1.63321 0.25339
H -0.77874 0.33490 -1.99155
H 0.74457 -0.69022 -1.81091
H 1.96279 2.47658 -0.93521
H 1.11142 2.12923 -2.37534
H 2.25005 0.88554 -1.76133
H -0.50486 0.56352 0.91532
H -2.01523 0.12605 0.69484
C 0.58462 0.53381 -5.02825
O 1.85193 0.47996 -4.42082
P 3.25536 0.99426 -4.98178
O 4.40035 0.87154 -4.06506
O 3.24536 0.14538 -6.34591
C 4.16431 -0.95023 -6.46302
O 3.06089 2.48009 -5.52780
C 2.91348 3.57501 -4.61836
H 0.61219 1.10177 -5.95659
H -0.18083 0.99549 -4.39429
H 0.18429 -0.47813 -5.11562
H 4.14110 -1.33615 -7.47582
H 3.98369 -1.69965 -5.69084
H 5.16795 -0.56969 -6.25301
H 3.86376 4.10904 -4.61449
H 2.66681 3.34112 -3.58329
H 2.15905 4.25125 -5.01444
C 2.42788 3.95643 1.63002
C 3.20932 4.66638 2.68975
O 2.27385 5.64182 3.14901
C 1.03133 5.28283 2.78419
O 0.05083 5.71550 3.32265
O 1.06927 4.28112 1.89079
F 4.20506 5.39049 2.07045
H 2.57298 2.87817 1.68808
H 2.69912 4.33095 0.64680
H 3.58670 4.00838 3.46858
C -4.60890 -4.60606 -1.28248
C -3.72595 -5.87807 -1.34883
O -4.59911 -6.96617 -1.33890
C -5.79922 -6.55397 -0.87556
O -6.71223 -7.27665 -0.65145
O -5.86937 -5.23011 -0.90982
F -2.93892 -5.96710 -0.23215
H -4.73554 -4.04132 -2.20303
H -4.41524 -3.93112 -0.44967
H -3.12604 -5.96084 -2.25338
C -2.43970 -3.55336 2.93976
C -1.58442 -2.45675 3.62380
O -1.58621 -2.86414 4.96691
C -2.65585 -3.65179 5.20399
O -3.08873 -3.87559 6.29007
O -3.19848 -4.04200 4.03675
F -2.28186 -1.27971 3.52625
H -1.90679 -4.38549 2.48565
H -3.11665 -3.00897 2.28192
H -0.56988 -2.20952 3.32448
C 7.39630 3.01738 -1.85467
C 6.88043 4.42110 -2.00611
O 5.55672 4.31710 -1.56178
C 5.53575 3.28410 -0.64864
O 4.55645 2.92041 -0.09002
O 6.71185 2.67261 -0.64156
F 6.94979 4.82520 -3.30619
H 8.46882 2.88861 -1.72764
H 7.15690 2.37958 -2.70956
H 7.46783 5.13566 -1.42499
C 0.41420 -6.25331 0.85089
C 1.08326 -5.09533 1.63121
O 0.95881 -5.46021 2.97191
C 0.43215 -6.69553 3.09865
O 0.29685 -7.27601 4.11583
O 0.17011 -7.20743 1.87094
F 0.49241 -3.90340 1.37857
H 1.01643 -6.57848 0.00895
H -0.58763 -5.93375 0.55628
H 2.11684 -4.99104 1.30179

Its SMILES is O=C1OC[C@@H](F)O1.O=C1OC[C@@H](F)O1.O=C1OC[C@@H](F)O1.O=C1OC[C@@H](F)O1.O=C1OC[C@@H](F)O1.COP(=O)(OC)OC.COC[C@H](C)N.COC[C@H](C)N.COC[C@H](C)N.COC[C@H](C)N. The calculation puts the HOMO-LUMO gap at 0.3162 Eh.

Results of the Löwdin charge analysis, in e, for atoms 1 through 2: atom 1 (C): -0.06, atom 2 (C): -0.41



# 2
Entry from OMol25: a molecular structure, C34H68O68S17 at a distorted geometry (wB97M-V/def2-TZVPD).

Geometry (Å):
C 11.72092 -24.51760 -12.27654
C 11.98585 -23.51374 -11.06650
O 12.95213 -24.15499 -10.24206
S 13.57980 -25.52256 -10.83707
O 13.63388 -26.56866 -9.80936
O 14.68903 -25.20220 -11.74462
O 12.19964 -25.70094 -11.72456
H 12.17091 -24.23500 -13.22823
H 10.65146 -24.64136 -12.44692
H 11.08837 -23.41892 -10.45526
H 12.23592 -22.52076 -11.44004
C 10.32560 -27.40015 -20.32072
C 10.47679 -28.13098 -21.61083
O 10.63150 -27.07234 -22.58391
S 10.27317 -25.55325 -22.00406
O 9.19551 -24.90590 -22.76423
O 11.48559 -24.78073 -21.79716
O 9.74443 -26.11136 -20.55320
H 11.29532 -27.32728 -19.82835
H 9.65731 -27.98150 -19.68548
H 9.72004 -28.87931 -21.84625
H 11.39188 -28.68714 -21.81424
C 7.48247 -27.22548 -16.79586
C 7.22194 -25.91578 -17.45006
O 6.89816 -26.10036 -18.80945
S 6.78393 -27.71542 -19.25490
O 7.36808 -27.94790 -20.57393
O 5.39440 -28.12981 -19.03443
O 7.87974 -28.03713 -17.94987
H 6.55303 -27.64576 -16.41168
H 8.34387 -27.11823 -16.13664
H 8.16800 -25.37841 -17.38422
H 6.50931 -25.27669 -16.92869
C 11.46364 -15.68118 -14.67683
C 12.16326 -16.50222 -15.68015
O 11.24220 -16.94628 -16.64309
S 10.27738 -15.68502 -17.02073
O 8.91769 -16.02177 -17.45821
O 11.03871 -14.79650 -17.85147
O 10.39684 -15.14105 -15.45161
H 12.05987 -14.84412 -14.31360
H 11.17552 -16.21599 -13.77181
H 12.54651 -17.37320 -15.14854
H 13.05397 -16.12176 -16.18013
C 13.12664 -23.92961 -17.78009
C 14.20052 -24.75465 -17.07249
O 15.28209 -23.88930 -16.86237
S 14.89203 -22.28580 -17.01391
O 16.00203 -21.51309 -17.67759
O 14.22923 -21.87872 -15.82722
O 13.66697 -22.69733 -18.05835
H 12.22260 -23.71941 -17.20859
H 12.93644 -24.39737 -18.74608
H 14.49578 -25.68055 -17.56608
H 13.83012 -25.02168 -16.08273
C 3.10555 -19.58235 -12.53476
C 2.20247 -19.90076 -13.74774
O 2.81819 -21.00630 -14.44351
S 4.49596 -20.89951 -14.26307
O 5.01115 -19.87174 -15.15181
O 5.17429 -22.22012 -14.26271
O 4.36779 -20.15560 -12.77388
H 2.73979 -20.05457 -11.62299
H 3.24052 -18.52234 -12.31962
H 2.30939 -18.94462 -14.26004
H 1.15947 -20.09579 -13.49836
C 14.36427 -18.13508 -20.99456
C 13.06290 -17.37018 -20.58694
O 12.62327 -17.93670 -19.37951
S 13.90005 -18.26945 -18.50844
O 13.69035 -19.49896 -17.68532
O 14.46185 -17.09166 -17.78150
O 14.89154 -18.69329 -19.80698
H 15.10824 -17.62300 -21.60480
H 14.04390 -19.01020 -21.55991
H 12.22135 -17.53076 -21.26080
H 13.25552 -16.32006 -20.36732
C 15.64592 -18.98278 -11.66201
C 15.33817 -17.48253 -11.88098
O 14.09164 -17.38817 -12.48792
S 13.05184 -18.61896 -11.93570
O 12.26781 -19.19952 -13.05305
O 12.39737 -18.12327 -10.69065
O 14.37263 -19.55834 -11.45121
H 16.28347 -19.19158 -10.80291
H 16.06327 -19.41621 -12.57089
H 16.02843 -16.95950 -12.54286
H 15.40720 -16.79522 -11.03781
C 12.84793 -21.61812 -20.81253
C 14.08721 -21.93671 -21.67564
O 13.62781 -21.75105 -23.07996
S 12.01678 -21.33167 -23.17522
O 11.09897 -22.49353 -23.31656
O 11.89462 -20.24041 -24.08731
O 12.01216 -20.71864 -21.63603
H 13.11465 -21.29106 -19.80754
H 12.26564 -22.51314 -20.59348
H 14.42197 -22.96152 -21.51508
H 14.90134 -21.27975 -21.36952
C 10.13186 -19.84400 -17.76070
C 8.61146 -19.95027 -17.73119
O 8.31266 -21.18251 -17.03739
S 9.66640 -22.14460 -16.79701
O 9.85013 -22.89453 -18.06161
O 9.68599 -22.88901 -15.52539
O 10.65573 -20.74744 -16.78202
H 10.51145 -18.83554 -17.59639
H 10.59143 -20.05009 -18.72736
H 8.20719 -20.03155 -18.74018
H 8.06259 -19.22070 -17.13573
C 8.89362 -19.44554 -12.42178
C 8.46162 -20.87498 -12.87999
O 8.01274 -21.54556 -11.78375
S 8.39087 -20.83427 -10.39663
O 9.07944 -21.67813 -9.46961
O 7.21663 -20.11131 -9.97764
O 9.44290 -19.83585 -11.15558
H 7.98287 -18.85700 -12.31100
H 9.52364 -18.88108 -13.10919
H 9.38999 -21.41394 -13.06903
H 7.72259 -20.73659 -13.66916
C 5.67272 -17.11161 -17.80129
C 5.65996 -16.96554 -16.26049
O 6.13854 -15.66218 -15.97982
S 5.88244 -14.66777 -17.33149
O 7.02056 -13.83106 -17.59816
O 4.58166 -13.99373 -17.21503
O 5.73868 -15.89234 -18.49716
H 4.73622 -17.52590 -18.17469
H 6.50366 -17.71419 -18.16810
H 6.28913 -17.65936 -15.70294
H 4.60034 -16.92049 -16.00896
C 4.03839 -24.66023 -12.41314
C 3.74857 -26.02745 -11.60448
O 4.72889 -26.91692 -12.05857
S 5.50056 -26.50143 -13.42043
O 5.17815 -27.29035 -14.58197
O 6.89049 -26.12281 -13.15185
O 4.49076 -25.14491 -13.59289
H 4.66327 -23.97110 -11.84505
H 3.11486 -24.12587 -12.63594
H 2.81166 -26.44030 -11.97849
H 3.72662 -25.96948 -10.51624
C 3.94742 -19.80183 -24.38875
C 3.67724 -18.48478 -23.56853
O 4.75918 -18.64912 -22.58078
S 4.77564 -20.16996 -21.94148
O 3.61588 -20.35573 -21.07319
O 6.13653 -20.60331 -21.49064
O 4.37641 -20.82608 -23.49169
H 4.75347 -19.68621 -25.11334
H 3.02440 -19.91728 -24.95691
H 2.76290 -18.60706 -22.98790
H 3.72527 -17.66083 -24.28050
C 13.69678 -28.06950 -14.11787
C 12.67973 -29.26447 -13.94629
O 12.12365 -29.38681 -15.12764
S 11.75720 -27.88969 -15.86970
O 10.56264 -27.28515 -15.24579
O 11.90104 -27.91583 -17.35969
O 13.14788 -27.28325 -15.23537
H 14.70128 -28.32974 -14.45159
H 13.75283 -27.48918 -13.19691
H 11.83525 -28.97577 -13.32051
H 13.16373 -30.18385 -13.61674
C 10.66312 -14.92857 -21.57176
C 10.00732 -15.58500 -22.76847
O 9.31041 -16.75840 -22.38369
S 9.19726 -16.91738 -20.78455
O 10.01533 -18.06381 -20.29345
O 7.82042 -16.88995 -20.36189
O 9.91866 -15.48899 -20.52868
H 10.70416 -13.83936 -21.56816
H 11.68752 -15.25833 -21.39859
H 10.75621 -16.04611 -23.41238
H 9.45827 -14.83210 -23.33398
C 2.72038 -23.28991 -16.35999
C 2.65174 -24.82375 -16.40144
O 3.43967 -25.20878 -17.47859
S 3.67568 -23.96314 -18.62695
O 3.08829 -24.31704 -19.88685
O 5.03506 -23.38487 -18.48574
O 2.62342 -23.03210 -17.72727
H 3.62691 -23.05143 -15.80372
H 1.80941 -22.96976 -15.85428
H 1.63372 -25.21128 -16.44067
H 2.95214 -25.24943 -15.44400

The calculation puts the HOMO-LUMO gap at 0.3684 Eh. The energy above the lowest of the compared OMol25 structures with the same formula, charge and spin is 10.9184 eV.

Results of the Löwdin charge analysis, in e, for atoms 1 through 2: atom 1 (C): -0.16, atom 2 (C): -0.13



# 3
Entry from OMol25: 8 unconnected molecules or ions with the total composition C34H69BNO14S at a distorted geometry (wB97M-V/def2-TZVPD).

Geometry (Å):
C -2.56087 -1.53092 -0.67914
C -3.59512 -0.37401 -0.15243
C -4.20787 0.52727 -1.42023
C -5.45763 1.45969 -0.95354
C -6.91687 0.77092 -0.83569
B -7.10877 -0.73605 -1.41596
N -6.45667 -1.85583 -0.63553
C -5.82263 -2.63280 -1.60833
S -4.84730 -3.79919 -2.41179
H -1.45603 -1.14078 -0.50391
H -2.71237 -2.47707 -0.00637
H -2.64676 -1.73835 -1.83697
H -2.92451 0.40541 0.45612
H -4.41677 -0.73550 0.59576
H -4.36352 -0.10094 -2.39604
H -3.31760 1.27887 -1.68384
H -5.17835 1.88725 0.12688
H -5.45770 2.42574 -1.65404
H -7.29173 0.79694 0.28766
H -7.68023 1.47526 -1.42867
H -8.28304 -0.97265 -1.43037
H -6.75973 -0.75292 -2.55719
O -4.14329 3.24072 1.44978
C -3.01733 3.65016 1.72643
O -2.01605 2.77280 1.97697
C -0.63112 3.13597 2.11837
C -0.32816 3.56790 3.53959
C -2.75128 5.11625 1.88054
H -0.34337 3.88783 1.37770
H -0.05036 2.23642 1.88650
H -0.89962 4.45680 3.82133
H 0.73631 3.78974 3.65681
H -0.60365 2.77835 4.24658
H -3.04369 5.42913 2.88632
H -3.35379 5.65685 1.14319
H -1.71719 5.40002 1.69360
O -0.47747 -3.69841 5.23137
C -1.58483 -3.76669 4.70122
O -2.06168 -2.72179 3.98297
C -3.24675 -2.76645 3.16839
C -4.48442 -2.49156 3.99953
C -2.46288 -4.96200 4.91144
H -3.30952 -3.70830 2.61552
H -3.13653 -1.97533 2.41857
H -4.62654 -3.25030 4.77426
H -5.37682 -2.47128 3.36767
H -4.39437 -1.52876 4.51338
H -2.99374 -4.85342 5.86085
H -1.82949 -5.85434 4.95026
H -3.17755 -5.13240 4.10830
O 0.03388 0.24742 -6.36183
C -0.70876 -0.73260 -6.36423
O -1.69318 -0.84344 -5.44025
C -2.72986 -1.84060 -5.47006
C -2.26048 -3.12761 -4.82083
C -0.48617 -1.86063 -7.32441
H -3.10197 -1.99176 -6.48759
H -3.56718 -1.43346 -4.89267
H -1.41233 -3.56337 -5.35639
H -3.06862 -3.86403 -4.79550
H -1.92345 -2.93871 -3.79620
H 0.28462 -2.52440 -6.92406
H -0.14516 -1.44220 -8.27707
H -1.38392 -2.43364 -7.54917
O 4.58868 0.06747 9.16641
C 3.85520 -0.78374 8.66701
O 2.79661 -0.41048 7.90862
C 1.99627 -1.31422 7.12589
C 0.90482 -1.94023 7.97149
C 4.06057 -2.23874 8.95813
H 2.62049 -2.05852 6.62285
H 1.53512 -0.71283 6.33475
H 1.32007 -2.53954 8.78664
H 0.26475 -2.58333 7.36093
H 0.28614 -1.16398 8.43387
H 3.58815 -2.48263 9.91328
H 5.13659 -2.42959 9.02671
H 3.68397 -2.90243 8.18192
O 5.91994 4.01617 -8.50716
C 5.02090 3.17732 -8.51037
O 3.80098 3.48450 -8.00784
C 2.63406 2.65280 -8.13632
C 2.59254 1.60691 -7.03969
C 5.27854 1.77944 -8.98313
H 2.56862 2.21782 -9.13792
H 1.76850 3.31608 -8.03087
H 3.44914 0.92931 -7.09613
H 1.67681 1.01289 -7.10752
H 2.63143 2.08348 -6.05454
H 5.72718 1.20357 -8.16945
H 5.97712 1.82198 -9.82522
H 4.39167 1.26648 -9.35075
O 2.03081 3.86512 5.72441
C 3.08783 4.49202 5.76486
O 3.19495 5.68778 5.13734
C 4.30969 6.58598 5.28064
C 5.42641 6.21825 4.32360
C 4.29911 3.91036 6.42698
H 4.64405 6.63610 6.32102
H 3.93658 7.58459 5.02805
H 5.82057 5.21894 4.52883
H 6.24857 6.93576 4.39608
H 5.05843 6.20676 3.29230
H 4.79936 3.23502 5.72794
H 3.97491 3.34574 7.30735
H 5.00616 4.65503 6.78805
O 0.83081 -5.13488 -4.17559
C 1.88783 -4.50798 -4.13514
O 1.99495 -3.31222 -4.76266
C 3.10969 -2.41402 -4.61936
C 4.22641 -2.78175 -5.57640
C 3.09911 -5.08964 -3.47302
H 3.44405 -2.36390 -3.57898
H 2.73658 -1.41541 -4.87195
H 4.62057 -3.78106 -5.37117
H 5.04857 -2.06424 -5.50392
H 3.85843 -2.79324 -6.60770
H 3.59936 -5.76498 -4.17206
H 2.77491 -5.65426 -2.59265
H 3.80616 -4.34497 -3.11195

The calculation puts the HOMO-LUMO gap at 0.2253 Eh. The charge is -1.

Results of the Löwdin charge analysis, in e, for atoms 1 through 2: atom 1 (C): -0.16, atom 2 (C): -0.25



Which of these has the lowest HOMO-LUMO gap?
C34H69BNO14S



Which of these has the lowest HOMO-LUMO gap?
C34H69BNO14S



Which formula does entry 1 have?
C34H68F5N4O23P



Look up the HOMO-LUMO gap of the third one.
0.2253 Eh